{"formula": "C24H29N5O3S", "method": "ωB97M-V with the def2-TZVPD basis set", "species": ["H", "C", "C", "O", "H", "H", "H", "H", "H", "H", "H", "H", "H", "C", "C", "H", "H", "C", "C", "C", "C", "S", "C", "H", "H", "N", "H", "H", "H", "C", "H", "O", "C", "C", "C", "C", "C", "H", "C", "N", "H", "C", "H", "C", "C", "C", "H", "H", "O", "C", "C", "H", "H", "C", "H", "H", "N", "H", "N", "N", "C", "H"], "coordinates": [[-4.32133, -4.83852, -1.49533], [-1.18286, -2.36219, -1.18535], [1.40841, 0.70230, 0.47324], [3.42193, 2.68001, 1.28042], [5.25456, 0.49027, -3.41463], [2.62718, 0.70712, -1.87695], [3.53535, 2.86196, -1.04005], [-3.10444, -2.87092, -2.00802], [3.76556, -1.47896, 1.46840], [0.08866, -4.47135, -0.09349], [-2.41264, -3.64485, 1.45905], [-2.03259, 2.88748, 0.18884], [-4.61393, -0.50646, 0.52688], [4.98857, -0.67330, -1.62189], [0.52695, -1.55968, 0.38045], [6.56948, 0.73494, -1.19475], [5.70755, -1.43628, -1.92390], [1.77691, -2.00141, 0.85054], [-5.57234, 1.34595, 0.05190], [-2.60539, -2.89386, -1.03585], [0.34295, -0.16078, 0.26799], [3.98964, 1.37680, 1.08242], [4.43185, 0.04936, -2.84686], [3.09854, 1.70426, -3.26296], [0.01234, -3.80404, 1.56768], [-7.39067, 4.21155, -0.69653], [5.98450, -0.12863, 0.24235], [1.28243, 1.77024, 0.37243], [-0.86270, 1.31543, -0.48820], [2.63911, 0.22319, 0.87055], [1.94490, -3.05712, 0.98695], [-2.20003, -0.78436, 1.42506], [-4.48269, 0.54514, 0.32201], [2.81375, -1.12806, 1.10290], [-6.49174, 3.53943, -0.46545], [-3.19408, 1.07551, 0.33954], [-3.87696, -4.85559, -0.50103], [-0.66227, -2.98350, -1.93215], [-5.38191, 2.70786, -0.18563], [-0.47380, -2.44516, 0.07258], [-1.20308, -1.33448, -1.54499], [5.67902, 0.33227, -0.69702], [4.99727, 2.63838, -2.02203], [4.20969, 2.11775, -1.46412], [3.47610, 1.15356, -2.39973], [-1.89478, -4.28820, 0.72798], [4.17125, -1.16368, -1.08933], [-3.16165, -2.25004, -0.33499], [4.89066, 0.84556, 2.06153], [-2.06521, 0.14681, 0.66288], [-3.01418, 2.43989, 0.12178], [-6.56950, 0.93259, 0.02848], [-4.54836, -4.32797, 0.19428], [-0.45582, -3.79553, 0.58368], [-3.96339, 4.31310, -0.29939], [-3.78667, -5.89145, -0.17796], [-0.91160, 0.42264, -0.01695], [3.91301, -0.65764, -3.49726], [4.82457, 1.44056, -0.35074], [-2.55883, -4.26403, -0.56291], [-4.09896, 3.25406, -0.13738], [-1.88879, -5.31512, 1.09981]], "atomic_forces_ev_per_a": [[-0.078, -0.029, -0.012], [-0.255, 0.084, -0.271], [-0.071, -0.081, 0.019], [-0.226, -0.126, -0.219], [0.054, 0.003, -0.102], [-0.038, 0.025, -0.059], [0.071, 0.114, -0.232], [0.018, 0.017, 0.018], [0.102, -0.135, 0.044], [0.037, -0.024, 0.087], [0.005, -0.059, 0.011], [0.076, 0.038, 0.000], [0.004, -0.080, 0.038], [0.164, 0.205, -0.139], [0.188, 0.180, -0.025], [-0.027, -0.006, 0.077], [0.001, -0.062, 0.047], [-0.040, 0.047, -0.042], [0.036, 0.169, -0.038], [0.170, 0.075, -0.186], [0.279, -0.132, 0.147], [0.218, 0.162, -0.148], [-0.246, -0.145, 0.142], [-0.069, 0.027, 0.010], [0.031, -0.018, -0.039], [-0.297, 0.223, -0.076], [0.211, -0.052, -0.157], [-0.134, 0.140, 0.016], [-0.118, -0.201, -0.004], [0.448, 0.467, 0.152], [-0.010, -0.108, 0.000], [-0.049, 0.150, 0.153], [0.196, -0.044, 0.015], [0.021, 0.019, 0.089], [-0.402, 0.305, -0.100], [-0.391, 0.166, 0.035], [0.052, 0.012, -0.015], [-0.043, 0.088, -0.017], [0.754, -0.507, 0.193], [-0.023, -0.173, 0.010], [0.024, -0.103, 0.008], [0.225, -0.698, 0.083], [-0.039, 0.014, 0.069], [-0.596, 0.290, -0.338], [0.282, 0.067, -0.093], [0.252, -0.087, -0.016], [0.046, -0.061, -0.034], [-0.022, -0.035, -0.057], [-0.081, -0.333, -0.140], [-0.029, 0.022, -0.011], [0.010, -0.204, 0.012], [-0.051, -0.020, -0.009], [-0.033, 0.016, 0.025], [-0.197, -0.112, 0.209], [-0.002, 0.050, 0.000], [-0.073, -0.053, 0.013], [0.139, 0.304, -0.113], [0.066, 0.025, -0.064], [-0.390, 0.118, 1.029], [0.034, 0.042, 0.027], [-0.190, 0.003, -0.041], [0.006, 0.020, 0.021]], "charge": 0, "total_energy_ha": -1829.6331, "smiles": "CN1CCN(c2ccc(S(=O)(=O)N3CCCCC3)cc2NC(=O)c2ccc(C#N)cc2)CC1", "relative_energy_kcal_mol": 79.1}

{"formula": "C24H29N6O11", "method": "ωB97M-V with the def2-TZVPD basis set", "species": ["C", "H", "H", "C", "H", "C", "O", "O", "H", "C", "C", "C", "C", "H", "C", "C", "C", "C", "C", "H", "H", "H", "C", "H", "H", "H", "O", "N", "O", "H", "H", "C", "C", "H", "H", "C", "H", "O", "N", "C", "O", "H", "H", "H", "C", "H", "O", "C", "C", "O", "N", "H", "N", "O", "H", "H", "N", "H", "C", "C", "O", "N", "H", "H", "C", "H", "C", "O", "H", "H"], "coordinates": [[1.02206, 0.51123, -2.35209], [3.34653, 0.00960, -1.63353], [0.86173, -0.52555, -2.01778], [4.01247, 2.57098, -0.31427], [-3.27836, -1.21413, -1.47656], [2.35919, -2.56349, 3.38612], [0.05111, 0.01999, 1.98106], [3.16442, 2.58801, -4.40133], [4.22817, 0.70117, -3.13142], [-4.31820, 4.14621, 1.04440], [-5.80374, -3.80115, -2.56377], [2.74332, 1.94335, 0.51974], [3.72012, 3.60254, -1.33146], [2.95084, 1.03023, 1.08219], [2.12198, 2.02757, -3.83294], [-2.31240, 2.85640, 1.16814], [1.32651, 3.87856, -0.22847], [-4.35817, 1.74506, 0.27126], [3.35413, 0.19581, -2.69965], [-4.92721, 4.30242, 1.92533], [4.47665, 3.71558, -2.11943], [-1.95117, 1.73014, 1.25924], [-6.04536, -4.37599, -1.19051], [0.42014, 4.17673, -0.22340], [-5.32942, 1.79258, 0.69980], [3.39747, -0.70029, -3.22561], [5.79975, 1.08805, 0.51996], [-3.65746, 2.94278, 0.81622], [-1.62250, 3.81224, 1.38686], [-4.07999, 0.84532, 0.66370], [6.27851, -2.58806, 3.40479], [4.55729, -1.55463, 2.64266], [2.33062, 4.34731, -1.26580], [1.08715, 0.92790, -1.33292], [-4.37931, 1.72130, -0.76666], [-4.08048, -2.04564, -1.50044], [1.29195, -2.60832, 3.65587], [-1.01233, -0.45469, 0.13540], [-0.81669, -0.63808, 1.34174], [-4.30100, -2.65833, -0.15542], [3.04371, -5.65345, 5.25871], [-6.36006, -3.84146, -3.58349], [1.15622, 2.62356, -3.91146], [-6.58205, -5.26834, -1.01801], [1.48856, 2.73923, 0.59239], [0.84215, 2.26290, 1.15225], [5.99136, 2.23150, -1.30714], [4.61676, -3.92157, 3.84620], [3.07100, -3.87352, 3.98713], [-5.80717, -2.21810, -4.83483], [2.33985, -4.78786, 4.74269], [2.56204, -0.55921, 2.47736], [2.18646, 0.90392, -3.10650], [1.04387, -4.68486, 4.61584], [5.14308, -0.63907, 2.25726], [2.01922, 5.23071, -1.96123], [5.29767, 1.86003, -0.38048], [-3.87826, -2.23519, 0.66839], [5.37842, -2.71188, 3.22749], [3.14385, -1.47604, 2.71790], [-3.89248, -1.17810, -4.34960], [-4.88689, -1.90402, -4.05930], [5.13520, -4.76593, 4.09438], [-5.15646, 4.16049, 0.29176], [-5.13589, -3.76718, -0.02824], [0.07973, 1.05704, -2.52306], [-4.92943, -2.53392, -2.71284], [-1.60273, -1.35521, 1.91627], [-3.90596, 5.05570, 0.86524], [-5.03010, -4.25086, 0.92388]], "atomic_forces_ev_per_a": [[-1.470, 1.044, 2.903], [0.251, 0.229, 0.173], [0.192, -0.031, -1.394], [-6.027, -0.577, 0.283], [-1.609, -1.322, -0.689], [3.561, -2.448, 1.182], [0.298, -0.397, -0.470], [-3.723, -2.293, 2.021], [-0.035, 0.369, 0.847], [-4.985, -0.685, -1.698], [0.149, 3.286, 1.709], [2.121, 4.496, -1.848], [-2.982, -0.265, 2.438], [-0.307, 0.410, -0.154], [4.149, 2.903, -1.977], [-1.027, -2.728, -0.326], [8.302, -2.410, -2.399], [-0.599, 3.220, 1.848], [1.287, 1.383, -0.996], [0.328, -0.700, 1.129], [-0.623, 0.510, 0.425], [-0.424, 2.023, -0.412], [5.115, 4.368, -1.263], [-6.056, 3.056, -0.124], [-1.376, 0.317, -0.204], [-0.239, -2.131, -0.621], [-2.721, 1.794, -1.985], [2.800, -2.243, 0.475], [0.581, 0.648, 0.341], [1.937, -2.271, 0.981], [8.694, 0.718, 1.046], [1.738, -1.376, 1.582], [0.833, -2.414, 2.110], [0.759, 0.002, 0.111], [-0.046, 0.064, -1.922], [-1.764, -0.898, -0.762], [0.537, 0.758, -0.695], [0.855, 0.594, -1.682], [-0.261, 1.636, 0.169], [-2.168, -0.947, -6.047], [-1.982, 0.056, 0.642], [0.623, -1.053, 2.242], [0.730, -1.380, 0.295], [-0.602, -0.636, 0.069], [8.025, -0.189, -3.844], [-4.006, -1.689, 2.694], [0.078, -0.505, -0.179], [-3.401, 5.898, -2.273], [3.692, 6.827, -3.775], [1.534, 0.935, 0.942], [-2.322, -0.485, -1.876], [0.539, -0.926, -0.120], [-2.262, 0.456, -0.069], [4.057, -1.174, 1.559], [-1.024, -1.649, 0.541], [0.963, -2.003, 1.282], [2.290, -0.211, 1.454], [1.707, 0.941, 2.016], [-14.368, -1.624, -0.891], [-1.130, -2.636, 2.008], [-2.825, -1.646, 0.725], [1.521, 0.081, -0.477], [1.247, -1.931, 1.034], [0.493, 0.084, 0.287], [-1.655, -0.821, -3.496], [0.275, -0.672, -1.271], [1.024, -1.799, 4.806], [-0.933, -1.726, 1.802], [2.480, 2.194, -0.559], [-0.814, -0.414, 0.327]], "charge": -1, "total_energy_ha": -2087.3375, "relative_energy_kcal_mol": 0.0}

{"formula": "C24H30BF22O12Sn", "method": "ωB97M-V with the def2-TZVPD basis set", "species": ["H", "H", "H", "F", "C", "H", "F", "H", "F", "O", "H", "F", "F", "H", "F", "O", "C", "F", "H", "C", "F", "H", "H", "H", "O", "Sn", "H", "H", "H", "H", "F", "H", "C", "C", "F", "H", "O", "O", "C", "F", "H", "H", "O", "O", "F", "H", "H", "C", "H", "O", "C", "C", "O", "C", "F", "H", "B", "F", "C", "F", "F", "C", "C", "F", "C", "C", "F", "H", "H", "O", "C", "O", "C", "H", "H", "C", "C", "C", "C", "F", "F", "O", "F", "C", "C", "F", "H", "H", "H", "C"], "coordinates": [[-0.58694, -2.56124, 1.50149], [-1.43897, -1.80804, 2.79692], [0.46163, 5.67067, 1.50491], [0.97894, -2.16969, -6.25643], [4.75868, -0.21729, -0.93415], [4.65497, 3.25429, 1.10839], [6.42945, -1.89259, -1.49927], [1.11726, 4.45671, -0.55430], [3.71215, -0.97727, 3.09786], [-4.05616, -2.36199, 2.24602], [4.70637, 1.97032, 2.23252], [3.64066, -2.97616, 3.94538], [0.20765, 0.46137, 1.40267], [-2.06334, -4.38460, 2.77917], [-6.54895, -3.08479, 2.03919], [-1.81493, -2.28499, -2.43577], [4.63729, 6.25797, 1.34725], [7.13247, 0.04361, -0.83504], [-3.83186, 1.37753, 3.05703], [1.77632, -2.22782, 2.66964], [2.37445, -1.38866, 4.78237], [-3.49328, 0.98252, 0.51388], [-2.03803, 1.21746, 2.70252], [3.20667, 2.76401, 2.15408], [1.87417, -2.60322, 1.45687], [1.30022, -2.80028, -1.48571], [-0.10568, 3.46870, 0.33794], [1.16333, 2.63270, -2.60973], [1.96277, 1.22046, -3.43360], [-1.08821, -4.04006, 4.21211], [-0.28018, -0.57367, -7.24269], [3.14381, 0.51528, 0.85519], [-3.21909, -4.02188, -0.54837], [-3.41653, 0.23179, 1.30040], [-7.09906, -1.39752, 0.91605], [-0.81306, 2.51707, -4.24870], [4.77182, 0.93640, -0.14022], [2.58288, 6.57563, 0.02017], [-0.14321, -1.37739, -6.21259], [-3.83866, 0.03159, -1.56617], [1.55558, 2.58112, -4.27203], [-4.27655, -5.21094, 0.91042], [-0.37494, 0.73251, -5.02630], [-3.72118, -2.91984, -1.17110], [-4.99983, -1.22697, -2.91160], [-2.68828, -0.40582, 0.79919], [-0.37061, -4.75186, 2.74593], [4.03848, 2.45556, 1.52079], [-2.99520, -0.06069, 3.42340], [2.46019, 5.19196, 1.86777], [-4.86567, -1.52491, 1.78178], [3.59763, 1.42269, 0.45674], [-4.68150, -0.29795, 1.30486], [-3.02120, 0.74697, 2.69190], [6.20427, -0.29262, -2.85718], [-4.24365, -5.98429, -0.56385], [-0.12609, 0.23306, 0.11288], [5.01533, 5.58438, 2.40237], [6.15971, -0.59293, -1.57255], [5.35310, 6.03035, 0.29090], [-1.25981, -2.15746, -6.15701], [-0.02754, -0.60830, -4.92901], [1.16259, 1.95983, -3.46725], [-3.22179, -0.23007, -3.52200], [0.90803, 3.86931, 0.33972], [2.93636, -1.86441, 3.66034], [-1.00154, 1.16485, -0.44218], [-2.54130, -4.51080, -1.24811], [3.03196, 1.79729, -0.39636], [0.51590, -2.12756, 3.28172], [-1.09249, -4.02701, 3.12220], [0.36067, -1.21091, -3.91165], [-0.28769, 1.61122, -3.94619], [1.51406, 2.96340, 0.35207], [-2.62998, -3.71610, 0.31624], [-0.68347, -2.56523, 2.58720], [-6.37332, -1.77625, 1.99137], [-3.02252, -2.14454, -2.11866], [3.11373, 6.03300, 0.99389], [1.00373, 0.17921, -0.72066], [-6.84973, -1.16146, 3.04585], [3.78632, -1.00164, -1.04490], [4.81353, 7.58021, 1.57186], [1.13244, 4.81154, 1.50717], [-3.76950, -0.87987, -2.52623], [-0.61566, -0.98180, -0.07590], [-5.29863, -4.55832, -0.25837], [-0.84650, 1.14556, -3.13440], [0.80202, 4.23516, 2.37129], [-4.29721, -4.97581, -0.15371]], "atomic_forces_ev_per_a": [[0.448, -0.046, 0.221], [0.102, -0.161, 0.327], [0.357, 0.279, -0.340], [-1.425, 0.810, -0.724], [-2.502, -0.380, 1.880], [-0.450, 0.192, -0.211], [-0.685, 0.070, 0.438], [-0.191, -0.191, -0.608], [0.624, 0.665, -0.153], [-1.754, 2.954, -2.089], [0.080, -0.297, -0.095], [-0.421, 0.779, -0.212], [0.338, 0.528, 1.168], [-0.124, 0.553, -0.094], [-0.137, -0.660, 0.940], [-3.504, -0.168, 0.931], [1.541, 2.831, 0.571], [-1.149, -0.428, -1.371], [0.293, 0.477, -0.109], [-4.543, -1.370, -2.711], [0.883, -0.123, -0.662], [0.094, 0.740, 0.652], [-0.229, 0.213, -0.124], [-0.068, 0.322, -0.402], [0.591, 1.233, 3.287], [-0.789, 2.623, 0.804], [-0.213, 0.522, -0.025], [-0.235, -0.459, 0.242], [-0.715, -0.660, 0.602], [0.032, 0.041, -0.095], [0.667, -0.444, -0.306], [-0.767, 0.534, 0.395], [2.243, -2.016, 0.238], [2.345, 1.491, -0.722], [0.288, 0.632, 0.108], [0.172, -0.136, -0.095], [2.650, -3.076, -3.184], [0.899, -0.870, 1.289], [-0.573, -0.921, -0.286], [-0.144, -0.499, 1.031], [0.058, 0.371, -0.160], [0.310, 0.386, 0.253], [1.088, -3.952, -1.783], [-0.482, 4.860, -3.832], [-0.132, -0.053, 0.293], [0.001, -0.697, 0.688], [0.216, 0.025, 0.158], [0.032, -1.250, -0.023], [0.149, -0.297, -0.160], [2.159, 2.208, -2.796], [1.484, -1.381, 2.426], [-0.266, -0.206, 0.346], [-1.846, -2.398, 0.421], [-0.443, -0.537, -0.303], [-0.070, 0.785, 0.122], [0.003, 0.357, -0.741], [0.401, 2.263, -1.188], [-0.631, -0.219, -0.550], [1.105, 0.460, 1.453], [0.145, -1.447, -0.773], [1.187, 0.292, 0.050], [0.333, 2.094, 3.641], [-0.196, 0.962, -1.902], [1.124, -0.317, -1.200], [0.858, 0.352, -0.125], [-1.478, -1.264, 0.495], [-0.112, 0.591, 0.387], [0.268, -0.185, -0.016], [-0.541, 0.254, 0.460], [3.572, -0.245, -1.302], [0.766, 1.430, -0.523], [-0.569, 1.504, -1.514], [0.695, -0.158, 2.733], [0.255, 0.318, 0.166], [0.006, 0.211, 0.138], [-0.983, -1.707, 0.327], [-0.296, -0.594, -2.234], [3.562, -2.282, 2.718], [-2.291, -1.477, 1.234], [2.092, 0.147, -0.863], [0.071, 0.047, 0.613], [2.292, 2.183, 0.018], [-1.018, -0.771, 0.483], [-2.516, -1.366, 1.032], [-1.739, 0.381, -0.531], [-1.942, -4.627, -0.246], [0.066, 0.000, -0.481], [-0.035, 0.188, 0.255], [0.368, 0.055, 0.484], [-1.112, -0.881, 1.344]], "charge": 2, "spin_multiplicity": 2, "total_energy_ha": -4271.0334}